(1)
83
Properties=species:S:1:pos:R:3 method="wB97M-V/def2-TZVPD" total_charge=+1 de_lowest_kj_mol=152.23 homo_energy_ev="-10.2 / -10.4" orbital_gap_ev="5.308 / 5.480" multiplicity=2 e_lumo_ha="-0.1796 / -0.1799"
Ru 0.107 0.164 -0.042
C 2.952 0.991 -0.730
C 2.881 0.133 -1.974
C 1.597 0.233 -2.746
C 1.666 0.087 -4.133
C 0.551 0.270 -4.913
C -0.620 0.690 -4.287
C -0.615 0.811 -2.920
N 0.437 0.502 -2.130
N 2.153 0.422 0.381
C 2.746 -0.884 0.787
C 1.866 -2.065 0.516
C 2.371 -3.347 0.839
C 1.543 -4.469 0.710
C 0.282 -4.301 0.254
C -0.221 -2.963 -0.170
N 0.678 -1.836 0.034
C 2.174 1.345 1.535
C 1.192 0.857 2.565
C 1.256 1.272 3.884
C 0.368 0.736 4.798
C -0.522 -0.240 4.374
C -0.529 -0.583 3.040
N 0.275 -0.021 2.133
H 2.572 1.990 -0.928
H 3.993 1.077 -0.397
H 3.069 -0.927 -1.787
H 3.679 0.463 -2.641
H 2.618 -0.172 -4.574
H 0.598 0.147 -5.987
H -1.502 0.964 -4.848
H -1.446 1.261 -2.402
H 2.981 -0.862 1.853
H 3.694 -1.041 0.268
H 3.388 -3.439 1.194
H 1.910 -5.452 0.970
H -0.393 -5.141 0.134
H -1.118 -2.710 0.411
H 1.912 2.343 1.184
H 3.182 1.392 1.965
H 2.002 1.996 4.184
H 0.386 1.051 5.833
H -1.206 -0.719 5.059
H -1.195 -1.354 2.673
I -5.937 -0.399 1.467
C -4.232 -0.370 0.324
C -4.129 -0.482 -1.041
N -2.822 -0.383 -1.336
N -2.053 -0.208 -0.241
C -2.915 -0.188 0.772
H -4.873 -0.614 -1.809
H -2.396 -0.417 -2.247
H -2.579 0.036 1.767
Br -2.647 -6.347 -4.410
C -1.878 -5.066 -3.316
C -2.738 -4.329 -2.450
C -2.192 -3.391 -1.652
C -0.751 -3.073 -1.661
C 0.068 -3.923 -2.545
C -0.504 -4.882 -3.345
C 1.607 -3.748 -2.602
O 2.210 -4.769 -2.919
O 1.974 -2.610 -2.256
H -3.795 -4.552 -2.434
H -2.821 -2.856 -0.950
H -0.607 -2.039 -2.032
H 0.148 -5.486 -3.961
O -1.802 1.993 2.071
C -1.262 2.702 1.237
N -0.484 2.258 0.193
S -0.032 3.508 -0.774
O -0.705 3.463 -2.046
O 1.406 3.625 -0.807
C -0.728 4.783 0.211
C -0.683 6.151 0.024
C -1.344 6.930 0.964
C -2.022 6.346 2.034
C -2.054 4.968 2.196
C -1.389 4.194 1.262
H -0.158 6.593 -0.812
H -1.336 8.007 0.865
H -2.529 6.982 2.747
H -2.577 4.498 3.019

---

(2)
81
Properties=species:S:1:pos:R:3 method="wB97M-V/def2-TZVPD" total_charge=-1 de_lowest_kj_mol=70.15 homo_energy_ev="-3.7 / -3.7" orbital_gap_ev="6.194 / 6.245" multiplicity=5 e_lumo_ha="0.0928 / 0.0928"
Fe -0.466 -0.404 -1.298
O -0.562 -4.205 0.218
C -0.893 -3.139 -0.286
N -0.835 -1.886 0.194
C -1.602 -1.492 1.268
C -2.018 -2.341 2.296
C -2.869 -1.889 3.298
C -3.316 -0.578 3.294
C -2.907 0.292 2.284
C -2.039 -0.135 1.280
N -1.472 0.671 0.285
C -1.641 1.989 0.252
O -2.519 2.717 0.744
C -0.466 2.700 -0.415
C -0.318 4.074 -0.237
C 0.854 4.677 -0.658
C 1.845 3.900 -1.243
C 1.597 2.547 -1.410
N 0.470 1.969 -1.018
C -1.592 -3.199 -1.656
C -1.965 -4.420 -2.201
C -2.798 -4.427 -3.306
C -3.235 -3.219 -3.831
C -2.786 -2.047 -3.241
N -1.979 -2.039 -2.189
H -1.661 -3.363 2.298
H -3.181 -2.573 4.079
H -3.983 -0.220 4.070
H -3.259 1.311 2.265
H -1.111 4.616 0.259
H 1.006 5.740 -0.512
H 2.787 4.326 -1.562
H 2.325 1.894 -1.883
H -1.610 -5.324 -1.727
H -3.117 -5.365 -3.745
H -3.905 -3.177 -4.679
H -3.069 -1.077 -3.635
C 2.025 2.021 4.955
C 1.424 0.698 4.463
C -0.056 0.917 4.149
C 1.523 -0.354 5.578
C 2.197 0.216 3.237
C 3.563 -0.110 3.354
C 4.310 -0.579 2.290
C 3.681 -0.726 1.057
S 4.273 -1.310 -0.471
C 2.675 -1.051 -1.165
N 1.815 -0.574 -0.335
C 2.333 -0.387 0.922
C 1.588 0.078 2.005
C 2.298 -1.330 -2.556
C 3.241 -1.797 -3.470
C 2.859 -2.059 -4.776
C 1.533 -1.847 -5.140
C 0.616 -1.380 -4.203
C 0.943 -1.101 -2.870
H 1.495 2.367 5.846
H 1.939 2.791 4.185
H 3.081 1.914 5.209
H -0.576 1.244 5.052
H -0.543 0.005 3.799
H -0.204 1.684 3.386
H 0.938 -0.036 6.444
H 2.554 -0.504 5.904
H 1.132 -1.312 5.234
H 4.050 -0.002 4.315
H 5.354 -0.833 2.424
H 0.541 0.290 1.837
H 4.272 -1.962 -3.170
H 3.579 -2.425 -5.497
H 1.216 -2.052 -6.158
H -0.412 -1.236 -4.533
N -3.453 3.798 -3.070
N -2.469 2.828 -3.229
N -1.408 3.008 -3.981
C -0.780 1.850 -3.809
N -1.445 1.041 -2.977
N -2.536 1.678 -2.625
H -2.987 4.610 -2.673
H -4.066 3.422 -2.349
H 0.174 1.601 -4.238

---

(3)
74
Properties=species:S:1:pos:R:3 method="wB97M-V/def2-TZVPD" total_charge=+1 de_lowest_kj_mol=19.28 homo_energy_ev="-9.8 / -10.0" orbital_gap_ev="6.942 / 6.977" multiplicity=6 e_lumo_ha="-0.1033 / -0.1116"
Mn 0.543 0.316 -2.079
Te 2.941 -0.120 0.731
C 2.634 -0.648 2.755
C 2.768 0.280 3.778
C 2.459 -0.111 5.075
N 2.032 -1.330 5.395
C 1.939 -2.221 4.410
C 2.237 -1.937 3.084
C 1.019 -0.501 -0.065
P 0.943 -2.234 -0.662
C 0.053 -3.342 0.495
C 0.723 -4.542 0.743
C 0.209 -5.478 1.631
C -0.985 -5.223 2.286
C -1.668 -4.037 2.044
C -1.154 -3.106 1.155
C -0.245 -2.056 -2.087
C 0.374 -1.828 -3.333
C -0.378 -1.633 -4.492
C -1.761 -1.699 -4.430
C -2.387 -1.948 -3.213
C -1.642 -2.114 -2.054
P -0.434 0.551 0.218
C 0.204 2.213 0.627
C 0.121 3.219 -0.332
C 0.606 4.496 -0.073
C 1.164 4.782 1.164
C 1.219 3.795 2.141
C 0.742 2.523 1.876
C -1.454 0.154 1.668
C -2.831 0.325 1.543
C -3.670 0.045 2.613
C -3.136 -0.412 3.810
C -1.763 -0.585 3.939
C -0.925 -0.305 2.872
H 3.086 1.296 3.580
H 2.545 0.597 5.892
H 1.604 -3.214 4.689
H 2.134 -2.709 2.333
H 1.664 -4.737 0.240
H 0.745 -6.400 1.812
H -1.386 -5.946 2.985
H -2.600 -3.832 2.555
H -1.696 -2.185 0.999
H 1.459 -1.881 -3.398
H 0.123 -1.473 -5.438
H -2.352 -1.580 -5.330
H -3.466 -2.015 -3.167
H -2.149 -2.313 -1.120
H -0.369 3.015 -1.278
H 0.516 5.274 -0.822
H 1.532 5.777 1.377
H 1.632 4.024 3.115
H 0.778 1.767 2.650
H -3.248 0.672 0.605
H -4.739 0.179 2.512
H -3.789 -0.635 4.643
H -1.341 -0.945 4.869
H 0.139 -0.472 2.970
O 2.368 1.549 -2.286
C 2.273 2.774 -3.009
C 1.000 2.786 -3.816
C 0.776 3.794 -4.743
C -0.423 3.819 -5.430
C -1.368 2.831 -5.179
C -1.066 1.856 -4.255
N 0.097 1.829 -3.584
H 2.801 1.693 -1.429
H 3.134 2.878 -3.672
H 2.260 3.616 -2.314
H 1.534 4.546 -4.915
H -0.622 4.598 -6.153
H -2.319 2.816 -5.691
H -1.765 1.061 -4.029